47
Properties=species:S:1:pos:R:3:lowdin_charge:R:1 method="wB97M-V/def2-TZVPD" orbital_gap_ev="7.298 / 7.319" lumo_energy_ev="-7.69 / -7.67" charge=+2 spin_multiplicity=4 s2=3.7521
Er 0.159 1.006 -0.046 1.690
B 0.279 2.261 2.352 -0.417
N -0.202 3.417 1.434 -0.091
C -0.588 4.652 1.759 -0.013
C -1.015 5.305 0.610 -0.001
C -0.858 4.378 -0.403 -0.105
N -0.360 3.228 0.083 -0.124
N -0.860 1.241 2.600 -0.094
C -1.544 0.966 3.714 -0.016
C -2.527 0.033 3.421 -0.001
C -2.379 -0.226 2.069 -0.093
N -1.373 0.500 1.561 -0.124
H 0.761 2.649 3.364 0.109
H 1.175 1.656 1.702 0.047
H -0.530 4.990 2.780 0.149
H -1.387 6.310 0.531 0.122
H -1.083 4.472 -1.454 0.124
H -1.290 1.450 4.644 0.148
H -3.244 -0.395 4.098 0.122
H -2.937 -0.899 1.438 0.128
O -0.275 -7.016 1.374 0.155
C -0.267 -5.790 1.918 -0.471
O -0.461 -5.627 3.085 0.158
C 0.004 -4.612 1.011 -0.097
C -0.263 -4.599 -0.353 0.015
C -0.050 -3.453 -1.106 0.005
C 0.450 -2.322 -0.477 -0.266
C 0.716 -2.327 0.887 -0.025
C 0.491 -3.466 1.634 0.028
N 0.679 -1.085 -1.163 -0.026
C 1.036 -1.029 -2.386 -0.026
C 1.249 0.273 -3.042 -0.246
C 1.623 0.338 -4.366 0.037
C 1.849 1.593 -4.933 0.019
C 1.688 2.720 -4.153 0.010
C 1.285 2.570 -2.830 -0.083
N 1.061 1.376 -2.278 -0.028
H 0.044 -7.013 0.465 0.111
H -0.687 -5.464 -0.847 0.132
H -0.316 -3.447 -2.155 0.124
H 1.136 -1.452 1.383 0.107
H 0.681 -3.490 2.698 0.139
H 1.221 -1.925 -2.977 0.153
H 1.749 -0.568 -4.942 0.138
H 2.153 1.677 -5.968 0.137
H 1.865 3.710 -4.547 0.133
H 1.146 3.432 -2.190 0.109